14
Properties=species:S:1:pos:R:3:forces:R:3 method="wB97M-V/def2-TZVPD" relative_energy_kj_mol=248.9 e_tot_ha=-386.06319 e_homo_ha=-0.3679
N -3.1987 2.2329 0.2079 0.74 -1.64 0.06
C -2.5005 1.2998 0.2367 0.80 0.79 -0.56
B -1.0704 0.5048 0.4971 0.32 -0.94 -4.50
O -0.6767 0.6329 1.7053 0.56 0.52 3.25
C 0.1815 -0.1404 -0.4651 -5.75 0.18 -0.26
O -0.0179 0.2312 -1.7725 0.63 0.04 -2.45
C 1.4342 -0.1652 0.1200 5.16 -0.15 3.18
C 0.8284 -1.4939 -0.2816 0.86 -1.35 -0.26
H -1.3257 1.2223 2.0740 -0.30 0.37 1.47
H 0.5467 -0.2910 -2.4110 -0.84 0.82 1.25
H 1.4912 -0.0480 1.2238 -0.36 0.13 -0.82
H 2.4111 0.2267 -0.2718 -1.30 -0.49 -0.31
H 1.2460 -1.8184 -1.2535 -0.44 -0.07 0.53
H 0.6508 -2.3936 0.3907 -0.10 1.79 -0.58

***

75
Properties=species:S:1:pos:R:3:forces:R:3 method="wB97M-V/def2-TZVPD" relative_energy_kj_mol=140.0 charge=+2 e_tot_ha=-4576.72806 e_homo_ha="-0.4809 / -0.4809"
Pt -0.4729 0.3229 0.3689 1.47 1.42 0.02
O 1.5443 -0.3205 4.4057 -0.19 -0.32 0.44
C 1.1209 -0.3877 3.1602 0.29 0.41 -0.32
O 1.5526 0.2796 2.2534 0.04 -0.13 0.06
C 0.0297 -1.4023 2.9766 -0.17 -0.09 -0.11
C -0.5075 -2.1051 4.0433 0.13 -0.14 0.05
C -1.5255 -3.0104 3.8000 -0.01 -0.02 0.02
C -1.9509 -3.2045 2.4969 0.18 -0.05 -0.16
C -1.3612 -2.4679 1.4807 0.19 -0.01 0.34
N -0.3975 -1.5644 1.7199 -0.75 1.12 0.04
C -1.7680 -2.5831 0.0426 0.16 0.23 -0.25
O -2.3303 -3.6941 -0.3926 -0.23 -0.18 -0.05
O -1.5470 -1.6791 -0.7235 -0.53 -0.53 -0.27
H 2.2532 0.3302 4.5104 0.07 0.12 -0.17
H -0.1300 -1.9432 5.0424 0.01 0.04 -0.02
H -1.9788 -3.5637 4.6108 -0.01 0.03 0.02
H -2.7503 -3.9033 2.2879 0.00 0.00 0.01
H -2.4771 -4.3710 0.2798 0.12 -0.02 0.08
F -2.9408 -0.1304 2.3438 -0.13 0.02 0.05
C -2.3798 1.0724 2.6125 0.19 0.30 0.05
C -1.2491 1.4638 1.9133 -0.82 -0.75 -0.68
C -0.7180 2.6991 2.2389 0.04 -0.15 -0.04
F 0.3904 3.1269 1.6036 -0.10 0.15 0.01
C -1.2876 3.5252 3.1945 0.10 -0.03 -0.04
F -0.7491 4.7048 3.4739 -0.03 0.01 0.02
C -2.4350 3.1097 3.8583 0.01 -0.01 -0.05
F -3.0035 3.8953 4.7563 0.02 -0.01 0.04
C -2.9834 1.8687 3.5714 -0.05 -0.16 0.01
F -4.0798 1.4571 4.2032 0.04 0.05 0.00
C 1.3560 3.7179 -3.7179 -0.13 -0.04 0.09
C 0.0691 3.3656 -4.1247 0.01 0.07 -0.14
C -0.7765 2.7241 -3.2530 -0.15 0.11 0.14
C -0.3277 2.4034 -1.9452 0.25 0.27 -0.50
C 0.9936 2.7200 -1.5603 0.01 -0.04 0.08
C 1.8071 3.4000 -2.4341 0.00 0.09 0.07
N -1.1583 1.8011 -1.0607 0.72 -1.44 2.00
C -2.4563 2.1300 -0.9883 -0.31 0.06 -0.21
C -3.3891 1.2138 -0.4262 -0.09 -0.05 0.10
C -4.7061 1.5670 -0.3042 -0.08 -0.05 0.02
C -5.1352 2.8371 -0.7074 0.20 -0.05 -0.05
C -4.2308 3.7574 -1.2456 -0.04 0.11 -0.09
C -2.9117 3.4199 -1.3958 -0.01 0.07 -0.20
H 2.0104 4.2404 -4.4030 0.01 -0.02 -0.01
H -0.2693 3.5986 -5.1250 0.04 -0.03 -0.01
H -1.7689 2.4194 -3.5612 0.05 -0.08 -0.04
H 1.3066 2.4967 -0.5477 -0.01 -0.04 -0.02
H 2.7976 3.6992 -2.1198 0.01 -0.01 -0.02
H -3.0454 0.2244 -0.1566 0.00 0.04 -0.04
H -5.4178 0.8616 0.1016 0.00 0.00 -0.01
H -6.1759 3.1133 -0.5995 -0.01 0.00 0.03
H -4.5663 4.7449 -1.5309 -0.01 0.00 0.04
H -2.1960 4.1434 -1.7632 -0.02 0.04 0.15
C 3.0499 0.2812 -1.5710 -0.06 0.10 0.18
As 1.5233 -0.7175 -0.8959 -0.53 -0.46 -0.49
C 0.9886 -1.5878 -2.5531 0.27 -0.06 -0.01
C 2.4274 -2.1183 0.1900 -0.20 0.42 -0.44
C 3.3037 -2.9935 -0.6430 0.25 -0.24 -0.02
C 4.6565 -2.6930 -0.8108 -0.19 -0.03 0.14
C 5.4837 -3.5441 -1.5252 0.01 -0.05 -0.11
C 4.9693 -4.7063 -2.0832 0.01 0.04 -0.02
C 3.6238 -5.0125 -1.9288 0.05 0.00 -0.10
C 2.7951 -4.1554 -1.2256 0.00 0.16 0.14
H 3.8152 -0.4377 -1.8603 -0.03 -0.03 0.01
H 3.4498 0.9616 -0.8204 0.00 -0.04 0.03
H 2.7491 0.8480 -2.4471 -0.02 -0.04 -0.04
H 1.8458 -2.0683 -3.0247 -0.01 0.00 0.02
H 0.6057 -0.8121 -3.2177 -0.01 0.02 0.02
H 0.2007 -2.3174 -2.3914 0.00 0.01 0.07
H 1.6534 -2.6919 0.6937 -0.03 0.01 0.02
H 2.9975 -1.5579 0.9290 -0.01 -0.03 0.09
H 5.0651 -1.8045 -0.3422 0.05 -0.02 0.01
H 6.5333 -3.3083 -1.6397 0.00 0.00 0.01
H 5.6166 -5.3716 -2.6381 0.00 -0.02 0.02
H 3.2268 -5.9245 -2.3545 -0.02 0.01 -0.01
H 1.7429 -4.3925 -1.1047 0.01 -0.06 0.01

***

98
Properties=species:S:1:pos:R:3:forces:R:3 method="wB97M-V/def2-TZVPD" charge=+1 e_tot_ha=-3541.67402 e_homo_ha=-0.4175
C -3.4806 -1.3326 -0.8739 0.02 -0.13 0.21
C -2.8893 -2.6633 -0.4483 -0.28 0.13 0.18
N -3.3030 -3.3118 0.5538 0.18 -0.15 -0.02
C -1.7435 -3.3062 -1.2303 0.14 0.81 0.20
C -0.4644 -2.5594 -0.9746 -0.22 -0.29 -0.16
N -0.2842 -1.4099 -1.6345 0.05 -0.24 0.26
C 0.7811 -0.5981 -1.5469 0.67 0.65 -0.34
C 0.7011 0.6418 -2.3889 -0.73 0.09 -0.35
C -0.0971 1.7773 -1.6958 0.32 -0.74 -0.06
C 0.5569 2.3765 -0.4477 -0.71 0.53 -0.14
C -0.0895 1.8831 0.8361 0.64 -0.44 -0.21
O 0.1735 2.8481 1.8482 -0.23 -0.18 0.03
C -0.4411 2.6286 3.0403 -0.03 0.25 0.41
C -0.2797 1.2798 3.6954 -0.23 0.11 -0.04
O -1.0480 3.5205 3.5594 0.09 0.04 0.08
C 1.8126 -0.9811 -0.7046 -0.16 -0.59 0.69
P 3.3204 0.0074 -0.5403 0.84 0.87 -0.22
O 3.5579 0.9252 -1.6565 -0.30 -0.29 0.01
O 3.2150 0.7095 0.8901 0.22 -0.61 -0.49
O 4.5286 -1.0380 -0.3391 -0.91 -0.05 0.04
C 1.6833 -2.1967 0.0090 -0.15 0.36 -0.06
C 2.7513 -2.7149 0.9405 0.05 -0.23 -0.11
O 3.1511 -3.8296 0.8209 0.21 -0.11 -0.01
O 3.1891 -1.8890 1.9311 -0.03 0.03 0.11
S 2.1940 -1.9828 3.3031 -0.13 0.04 0.16
C 0.5486 -3.0148 -0.1227 0.07 -0.16 0.05
N 0.3742 -4.2537 0.4857 -0.31 0.89 0.49
H -4.0484 -0.9205 -0.0416 -0.04 0.00 0.02
H -4.1768 -1.4505 -1.7040 0.13 -0.07 -0.17
H -2.7410 -0.5773 -1.1357 0.09 -0.02 -0.13
H -4.0628 -2.8260 1.0270 -0.04 0.00 0.05
H -1.9100 -3.2596 -2.3057 -0.20 -0.23 -0.05
H -1.6470 -4.3222 -0.8697 0.00 -0.16 -0.23
H -1.0111 -1.1369 -2.2859 -0.01 -0.02 -0.11
H 0.1126 0.3736 -3.2745 0.13 -0.06 -0.07
H 1.6690 0.9663 -2.7529 0.11 0.01 0.29
H -1.0722 1.3433 -1.4440 -0.10 0.18 0.10
H -0.2974 2.5302 -2.4496 0.12 0.22 -0.07
H 1.6338 2.2498 -0.4437 0.12 -0.08 0.04
H 0.3830 3.4547 -0.4694 0.06 0.02 0.03
H 0.3142 0.9021 1.1241 0.00 0.03 0.05
H -1.1676 1.7653 0.6938 -0.08 0.17 0.05
H 0.7679 1.0078 3.8048 0.05 -0.05 -0.27
H -0.7255 1.3422 4.6821 -0.08 0.00 0.02
H -0.8145 0.5283 3.1150 0.15 -0.18 0.04
H 4.1184 0.9282 1.1688 -0.11 0.22 0.28
H 4.6952 -1.4854 -1.1815 0.38 0.04 0.02
H 2.7351 -0.9150 3.9151 0.01 -0.03 -0.23
H 1.0779 -4.4576 1.1832 0.17 -0.18 -0.25
H -0.5240 -4.2857 0.9739 -0.02 -0.36 -0.22
C -1.6197 -6.3429 -6.4033 -0.03 0.05 0.02
C -1.8359 -5.2083 -5.7430 -0.02 -0.01 -0.01
C -0.8064 -4.6370 -4.8474 0.00 -0.02 -0.07
O -1.0079 -3.5982 -4.2396 0.06 0.06 0.06
C 0.4746 -5.3651 -4.7103 0.01 -0.01 0.00
C 0.6953 -6.5000 -5.3682 0.03 0.05 0.05
C -0.3359 -7.0799 -6.2690 0.00 -0.05 -0.04
O -0.1368 -8.1104 -6.8675 0.00 0.01 0.02
H -2.3568 -6.7812 -7.0637 0.02 -0.02 -0.01
H -2.7622 -4.6544 -5.8274 0.01 0.02 0.01
H 1.2113 -4.9243 -4.0502 -0.01 0.01 0.00
H 1.6230 -7.0512 -5.2838 -0.01 -0.02 -0.02
C -1.2598 -7.4190 3.4054 -0.01 -0.05 0.02
C -0.7126 -8.3160 4.2218 -0.03 0.02 -0.05
C 0.4101 -7.9520 5.1242 0.00 -0.04 0.02
O 0.9131 -8.7630 5.8654 0.00 0.01 0.00
C 0.8945 -6.5462 5.0810 0.02 0.07 -0.03
C 0.3428 -5.6533 4.2639 0.03 -0.01 0.01
C -0.7721 -6.0225 3.3633 -0.14 -0.04 0.00
O -1.2765 -5.2071 2.6100 0.15 -0.05 0.08
H -2.0777 -7.6612 2.7389 0.00 0.03 -0.01
H -1.0519 -9.3426 4.2692 0.02 -0.01 0.02
H 1.7110 -6.2999 5.7479 0.00 -0.03 0.01
H 0.6762 -4.6245 4.2195 0.00 0.04 0.01
C 1.9604 5.8476 -2.5488 0.03 0.03 0.02
C 2.4951 6.8740 -1.8926 -0.01 -0.09 -0.01
C 1.6836 8.0664 -1.5405 -0.05 0.05 0.10
O 2.1611 8.9979 -0.9328 0.00 0.00 -0.02
C 0.2596 8.0708 -1.9596 -0.01 0.02 0.01
C -0.2726 7.0479 -2.6178 -0.04 0.04 -0.05
C 0.5333 5.8540 -2.9543 -0.01 0.01 0.07
O 0.0363 4.9041 -3.5275 0.01 -0.17 0.03
H 2.5298 4.9637 -2.8096 -0.02 0.00 -0.02
H 3.5311 6.8896 -1.5794 0.00 0.03 0.01
H -0.3133 8.9481 -1.6888 0.02 0.02 -0.02
H -1.3110 7.0284 -2.9233 0.01 -0.02 -0.02
C -1.6140 9.4940 2.6266 0.02 0.06 -0.07
C -0.9013 8.8597 1.7012 0.02 0.01 0.02
C -0.5562 7.4225 1.8436 -0.09 0.07 0.05
O 0.0869 6.8566 0.9816 0.01 -0.12 0.04
C -1.0387 6.7164 3.0630 0.09 0.02 -0.13
C -1.7576 7.3567 3.9830 0.07 -0.07 -0.06
C -2.1001 8.7922 3.8397 -0.05 0.01 0.06
O -2.7550 9.3718 4.6778 0.00 0.00 0.01
H -1.8737 10.5418 2.5440 -0.02 0.00 0.03
H -0.5345 9.3557 0.8113 0.05 -0.02 0.01
H -0.7903 5.6650 3.1529 -0.02 0.10 -0.06
H -2.1257 6.8644 4.8742 -0.01 0.01 0.01

***

Number 1: strongest force on any atom 6.1 eV/Å. Number 2: strongest force on any atom 2.6 eV/Å. Number 3: strongest force on any atom 1.2 eV/Å.